[1]
{
  "formula": "C6H11I",
  "method": "wB97M-V/def2-TZVPD",
  "max_force_ev_per_a": 3.50,
  "energy_ha": -532.678353,
  "e_lumo_ha": [0.0324, -0.1150],
  "s_squared": 2.006,
  "spin_multiplicity": 3,
  "relative_energy_kcal_mol": 21.6,
  "species": ["C", "C", "C", "C", "C", "C", "I", "H", "H", "H", "H", "H", "H", "H", "H", "H", "H", "H"],
  "positions_angstrom": [[0.21131, 0.83081, 0.66949], [0.33721, -0.35054, 1.51593], [-0.47144, -0.46705, 0.22170], [1.46030, 1.50581, 0.28754], [-1.97251, -0.58813, 0.27959], [0.29738, -1.33349, -0.85341], [-0.52435, -0.57586, 3.45522], [-0.51074, 1.60414, 1.04830], [1.23509, -0.85038, 1.46728], [2.25188, 1.51425, 0.94634], [1.42449, 2.58062, 0.18635], [1.84198, 1.13031, -0.67769], [-2.24315, -1.59265, 0.37568], [-2.48101, -0.29702, -0.62225], [-2.44200, -0.09236, 1.08250], [0.61393, -0.68466, -1.61403], [-0.37758, -1.90806, -1.46616], [1.18977, -1.69894, -0.38893]],
  "forces_ev_per_a": [[-2.1, 1.4, 0.8], [-0.9, -0.2, -1.7], [1.7, 0.3, -0.8], [0.2, 0.5, -3.3], [0.7, 0.4, -0.9], [-1.6, 1.8, 1.1], [-1.5, -0.3, 3.2], [0.2, -0.9, -0.1], [2.1, -1.0, 0.0], [1.7, -1.1, 2.0], [-1.0, 0.5, -0.6], [0.1, 0.1, 0.3], [-0.3, -1.9, 0.3], [0.1, 0.6, -0.6], [-0.3, 0.9, 1.0], [0.9, 1.4, -1.0], [-0.1, -1.3, 0.6], [0.1, -1.2, -0.2]]
}


[2]
{
  "formula": "C6H11IN",
  "method": "wB97M-V/def2-TZVPD",
  "max_force_ev_per_a": 0.90,
  "energy_ha": -587.343919,
  "e_lumo_ha": -0.2144,
  "charge": 1,
  "relative_energy_kcal_mol": 31.1,
  "species": ["C", "C", "C", "C", "C", "C", "N", "I", "H", "H", "H", "H", "H", "H", "H", "H", "H", "H", "H"],
  "positions_angstrom": [[0.51708, -1.56487, -1.03960], [0.28638, -1.59126, 0.44206], [0.94133, -0.39707, -0.21086], [0.08969, 0.79188, -0.10035], [-0.63062, 1.30305, -1.25400], [0.07841, 1.55444, 1.14466], [-1.03748, -1.18454, 0.85459], [3.02449, 0.12188, 0.03171], [1.29038, -2.20602, -1.43111], [-0.34795, -1.46875, -1.68050], [0.84050, -2.30130, 1.04818], [-1.67034, 1.52320, -1.00368], [-0.58045, 0.65153, -2.11997], [-0.21080, 2.27852, -1.53011], [0.63650, 2.48802, 1.01112], [0.53221, 1.01878, 1.97624], [-0.93284, 1.87655, 1.39684], [-1.73381, -1.88473, 0.61315], [-1.09269, -1.00932, 1.85164]],
  "forces_ev_per_a": [[-0.1, 0.1, 0.0], [0.1, 0.2, 0.1], [0.9, -0.2, 0.0], [0.1, -0.3, 0.1], [-0.2, 0.1, -0.5], [0.0, 0.1, 0.5], [-0.2, -0.1, -0.2], [-0.8, -0.1, -0.1], [0.1, 0.0, 0.0], [-0.1, 0.1, 0.0], [0.1, 0.1, -0.1], [0.0, 0.0, 0.1], [0.0, 0.0, 0.0], [0.1, 0.0, 0.1], [0.1, 0.0, -0.2], [0.0, 0.0, -0.1], [-0.1, -0.1, -0.1], [0.0, 0.1, 0.1], [0.0, 0.0, 0.0]]
}


[3]
{
  "formula": "C6H11IN",
  "method": "wB97M-V/def2-TZVPD",
  "max_force_ev_per_a": 5.31,
  "energy_ha": -587.293038,
  "smiles": "CC1(C)[NH2+][C@H]2C[C@]21I",
  "e_lumo_ha": -0.1217,
  "charge": 1,
  "relative_energy_kcal_mol": 63.0,
  "species": ["C", "C", "C", "N", "C", "C", "C", "I", "H", "H", "H", "H", "H", "H", "H", "H", "H", "H", "H"],
  "positions_angstrom": [[-0.59429, 0.75718, -1.26017], [0.09434, 0.43699, 0.03976], [0.17498, 1.67523, 0.81166], [-0.53175, -0.62635, 0.77272], [0.62750, -1.57576, 0.74376], [1.05479, -1.81714, -0.67793], [1.51666, -0.57814, 0.02064], [3.44881, 0.09613, 0.13195], [-0.12779, 1.73305, -1.73134], [-1.65614, 0.66284, -1.28574], [-0.37282, 0.25065, -2.19059], [-0.80769, 1.86956, 1.39353], [0.42022, 2.42507, 0.10131], [0.92506, 1.61925, 1.66297], [-1.48410, -0.87645, 0.19412], [-0.76352, -0.44922, 1.71550], [0.79714, -2.17568, 1.67269], [1.82813, -2.43877, -0.85889], [0.45879, -1.91423, -1.54324]],
  "forces_ev_per_a": [[2.1, 1.6, -2.8], [3.1, -0.2, -1.7], [-0.1, 0.3, 3.7], [-3.5, -3.3, -2.3], [0.5, -0.7, 0.5], [-0.8, 1.7, 1.2], [-3.1, 1.8, -0.9], [0.1, 0.0, 0.2], [-1.7, -1.1, 1.6], [-1.0, 0.8, 0.6], [0.6, -1.7, 0.3], [1.2, 0.0, -1.4], [0.2, 1.1, 0.2], [-0.5, 0.1, -1.1], [2.7, 0.0, 2.1], [-0.6, 0.7, 1.4], [-0.2, 0.4, -1.2], [2.6, -2.4, 0.3], [-1.4, 0.6, -0.6]]
}


[4]
{
  "formula": "C6H11IN2S",
  "method": "wB97M-V/def2-TZVPD",
  "max_force_ev_per_a": 3.08,
  "energy_ha": -1039.767549,
  "e_lumo_ha": -0.3281,
  "charge": 2,
  "relative_energy_kcal_mol": 40.0,
  "species": ["C", "C", "C", "C", "C", "C", "N", "N", "S", "I", "H", "H", "H", "H", "H", "H", "H", "H", "H", "H", "H"],
  "positions_angstrom": [[0.45161, 2.35808, 0.09717], [1.43981, 0.40348, 0.19134], [-0.84709, 1.79533, 0.54593], [-0.81693, 0.26367, 0.81254], [-0.03778, -0.42992, -1.45611], [0.47188, -1.84466, 0.68931], [2.59608, 0.14386, 0.13244], [0.29051, -0.43988, 0.04138], [0.90129, 3.88370, -0.30931], [4.54386, -0.12366, 0.04866], [-1.40669, 2.20978, 1.37418], [-1.54110, 2.08383, -0.31828], [-0.70698, 0.00316, 1.92553], [-1.67777, -0.21192, 0.55790], [-0.93006, -0.91537, -1.60362], [0.12225, 0.62999, -1.73866], [0.58571, -1.05063, -2.12926], [1.06929, -1.63718, 1.52577], [-0.51607, -2.32856, 0.83631], [0.93282, -2.35989, -0.10541], [2.22616, 3.66580, -0.49352]],
  "forces_ev_per_a": [[0.7, -2.3, 1.1], [2.1, 1.1, -0.8], [-1.0, 0.3, -1.9], [2.2, 1.0, 1.8], [2.5, 0.8, -0.1], [-1.4, 1.0, -1.8], [-1.0, 0.3, 0.3], [-1.8, 0.4, 0.5], [-0.4, -0.8, 0.6], [0.2, 0.1, 0.0], [0.4, 0.8, 0.4], [0.5, -0.7, 0.8], [0.4, 0.7, -1.5], [-2.7, -1.1, -1.0], [-2.8, -0.2, -0.1], [-0.9, -0.8, -0.3], [0.8, 0.3, 1.1], [0.6, -0.4, 1.3], [0.6, 0.7, 0.3], [1.1, -1.0, -0.4], [-0.1, -0.2, -0.2]]
}


[5]
{
  "formula": "C6H11INO2",
  "method": "wB97M-V/def2-TZVPD",
  "max_force_ev_per_a": 1.00,
  "energy_ha": -738.200766,
  "smiles": "CC(C)CN[C@H](I)C(=O)[O-]",
  "e_lumo_ha": 0.1061,
  "charge": -1,
  "relative_energy_kcal_mol": 0.0,
  "species": ["C", "C", "C", "C", "N", "C", "I", "C", "O", "O", "H", "H", "H", "H", "H", "H", "H", "H", "H", "H", "H"],
  "positions_angstrom": [[1.86946, -0.42737, 1.37801], [1.46864, 0.53510, 0.25185], [1.91444, 0.01627, -1.09909], [-0.00300, 0.90936, 0.30705], [-0.85156, -0.19126, -0.10239], [-2.24157, 0.10482, -0.47261], [-3.13990, 1.71007, 0.65127], [-3.14378, -1.16389, -0.24000], [-3.16097, -1.62825, 0.91829], [-3.67022, -1.57566, -1.29096], [2.75590, -0.08303, 1.88869], [1.05202, -0.53746, 2.06862], [2.10264, -1.39622, 0.95904], [2.00964, 1.45886, 0.42747], [1.48102, -0.95304, -1.30680], [2.98729, -0.14200, -1.06399], [1.73065, 0.71551, -1.90271], [-0.13889, 1.81656, -0.28158], [-0.22753, 1.11839, 1.34162], [-0.45735, -0.64592, -0.91394], [-2.33695, 0.35915, -1.51786]],
  "forces_ev_per_a": [[-0.1, 0.0, -0.6], [0.1, 0.1, 0.3], [0.5, 0.0, 0.3], [0.2, -0.5, -0.3], [-0.3, 0.3, 0.1], [0.1, -0.9, 0.5], [0.1, 0.1, 0.0], [0.3, -0.4, 0.7], [-0.1, 0.3, -0.5], [-0.1, 0.0, -0.2], [0.3, 0.1, 0.3], [-0.2, -0.2, 0.4], [0.0, -0.5, 0.0], [0.1, 0.4, 0.0], [-0.2, -0.2, -0.2], [0.3, -0.1, -0.1], [-0.3, 0.1, -0.3], [-0.2, 0.3, -0.2], [-0.2, 0.4, 0.3], [0.0, -0.1, -0.1], [-0.1, 0.5, -0.3]]
}


[6]
{
  "formula": "C6H11N",
  "method": "wB97M-V/def2-TZVPD",
  "max_force_ev_per_a": 5.04,
  "energy_ha": -289.855416,
  "e_lumo_ha": 0.0387,
  "relative_energy_kcal_mol": 73.0,
  "species": ["C", "C", "C", "C", "C", "C", "H", "H", "H", "H", "H", "H", "H", "H", "H", "H", "H", "N"],
  "positions_angstrom": [[-0.47381, 0.27547, -0.74592], [-0.17393, 0.76546, 0.68153], [-0.76044, -0.48315, 1.51187], [-0.22691, -1.60078, 0.63922], [0.62286, -0.69489, -0.47152], [1.33319, 0.29788, 0.25077], [-1.20649, 1.96304, -1.89524], [0.13437, 0.82870, -2.56149], [-1.50256, -0.05621, -0.89986], [-0.03395, 1.91546, 1.16681], [-1.80998, -0.40383, 1.46760], [-0.36791, -0.49913, 2.56431], [-0.91908, -2.34854, 0.16498], [0.52241, -2.18327, 1.21846], [1.07065, -1.21751, -1.30582], [2.04283, -0.07477, 0.98075], [1.76481, 1.01626, -0.39799], [-0.23156, 1.38570, -1.67118]],
  "forces_ev_per_a": [[-2.5, 3.0, 0.0], [2.6, 1.3, 2.8], [2.0, 2.0, 0.2], [2.5, -0.7, -1.2], [-2.8, -4.0, -1.4], [0.0, 0.9, 3.1], [3.4, -2.4, 0.5], [-1.4, 2.3, 1.7], [0.0, -0.7, 0.1], [-1.6, -3.1, -1.6], [-1.3, 0.0, 0.4], [-0.6, -0.1, -1.0], [0.4, 1.1, 0.4], [-0.4, 0.1, -0.4], [0.1, -0.5, -0.1], [0.2, 0.2, 0.4], [0.4, 0.8, -0.4], [-0.9, -0.3, -3.4]]
}


Q: What is the formula in the second record?
A: C6H11IN